(1)
{
  "formula": "C5H13N3",
  "method": "ωB97M-V/def2-TZVPD",
  "homo_lumo_gap_ev": [7.9, 6.7],
  "homo_ev": [-7.67, -7.20],
  "charge": 0,
  "species": ["C", "C", "C", "N", "H", "H", "H", "H", "H", "H", "H", "C", "N", "C", "N", "H", "H", "H", "H", "H", "H"],
  "xyz": [[-1.185186, -0.816182, 0.823124], [-2.351924, 1.430834, -0.029515], [-1.467314, 0.352962, -0.566225], [-0.903866, 0.197631, -1.626589], [0.454273, -0.332757, -1.319882], [-1.961976, 1.837864, 0.903878], [-0.871320, -0.354021, 1.755730], [-0.632112, -1.714418, 0.579961], [-2.244827, -1.064236, 0.878166], [-3.333996, 1.012749, 0.194066], [-2.447164, 2.230008, -0.764261], [2.194813, -1.785918, -0.377771], [1.098023, 1.510166, 0.591272], [1.593942, -0.408191, -0.539081], [1.241097, 0.192091, 0.650921], [0.992710, 1.964968, -0.313850], [0.560736, 1.909923, 1.345624], [2.210529, 0.238103, -1.178428], [2.279861, -2.272529, -1.350699], [3.190464, -1.726479, 0.064550], [1.583234, -2.402569, 0.279008]],
  "forces_ev_per_angstrom": [[-1.288, 1.569, -1.604], [-0.640, 0.039, -0.513], [1.310, -1.873, 3.840], [1.648, 0.236, -1.410], [-0.809, -0.177, 0.531], [0.100, -0.114, -0.059], [0.003, -0.032, -0.122], [0.212, 0.161, -0.191], [-0.079, -0.265, 0.276], [-0.073, 0.123, -0.003], [-0.121, 0.005, 0.044], [-0.306, -0.086, -0.156], [-0.039, -0.156, -0.114], [-0.030, 0.862, 0.794], [0.263, -0.106, -1.217], [0.042, -0.160, 0.110], [0.118, -0.074, -0.015], [-0.250, 0.088, -0.180], [-0.026, -0.050, 0.083], [0.002, 0.057, -0.045], [-0.040, -0.044, -0.048]],
  "nbo_charge": [-0.685, -0.683, 0.282, -0.532, 0.311, 0.217, 0.205, 0.208, 0.197, 0.232, 0.228, -0.617, -0.563, -0.272, -0.118, 0.368, 0.378, 0.197, 0.217, 0.214, 0.218]
}

=====

(2)
{
  "formula": "C5H13N3",
  "method": "ωB97M-V/def2-TZVPD",
  "homo_lumo_gap_ev": 8.4,
  "homo_ev": -7.66,
  "smiles": "CCN/N=C(/C)CN",
  "charge": 0,
  "species": ["C", "C", "N", "N", "C", "C", "C", "N", "H", "H", "H", "H", "H", "H", "H", "H", "H", "H", "H", "H", "H"],
  "xyz": [[-1.520637, 3.007148, 0.010821], [-0.395056, 2.210098, 0.534036], [-0.269169, 0.898293, -0.018354], [0.795943, 0.175663, 0.222814], [0.985404, -1.052506, 0.073063], [2.238745, -1.610109, 0.681917], [-0.006392, -2.200160, -0.239113], [-0.765422, -1.535285, -1.391295], [-2.238497, 1.942479, -0.024927], [-1.930224, 3.756630, 0.928544], [-1.319679, 3.759048, -0.905236], [-0.636872, 2.346637, 1.654660], [0.558725, 2.915562, 0.245528], [-0.933927, 0.204390, -0.561557], [2.884996, -2.259935, 0.000546], [2.558979, -0.749609, 1.278983], [1.931180, -2.219874, 1.518172], [0.445051, -3.172797, -0.746081], [-0.638848, -2.540954, 0.728393], [-0.097470, -1.756082, -2.361067], [-1.646831, -2.118637, -1.629847]],
  "forces_ev_per_angstrom": [[-3.588, 0.458, 0.472], [3.166, 3.250, 0.923], [-2.219, -2.723, -1.767], [1.864, 1.674, 1.056], [0.231, -3.545, 0.864], [0.064, 0.145, 0.206], [-0.561, -0.160, -1.567], [-0.398, -2.908, -3.192], [0.447, 3.893, -0.836], [0.878, -2.166, -2.688], [-0.847, -2.500, 1.638], [1.290, -1.317, -1.218], [-1.511, -2.236, 1.176], [0.263, 2.656, 1.038], [-0.423, 1.416, 0.998], [1.562, -0.116, -0.819], [-0.297, -0.999, 0.124], [-0.322, 1.888, 1.821], [1.107, 1.042, -2.403], [-2.429, 1.046, 3.683], [1.722, 1.202, 0.493]],
  "nbo_charge": [-0.613, -0.238, -0.492, -0.220, 0.140, -0.656, -0.290, -0.872, 0.210, 0.210, 0.228, 0.184, 0.188, 0.419, 0.213, 0.243, 0.200, 0.197, 0.217, 0.371, 0.362]
}

=====

(3)
{
  "formula": "C5H13N3",
  "method": "ωB97M-V/def2-TZVPD",
  "homo_lumo_gap_ev": 8.6,
  "homo_ev": -7.94,
  "charge": 0,
  "species": ["C", "C", "C", "C", "N", "N", "C", "N", "H", "H", "H", "H", "H", "H", "H", "H", "H", "H", "H", "H", "H"],
  "xyz": [[-0.218455, 1.160357, -0.776487], [1.702082, -0.985753, -0.439709], [0.609532, 2.369898, -0.400167], [-1.400651, -1.253859, 1.542479], [-1.522448, 1.038217, -0.482633], [0.515703, -0.351968, 0.146149], [-0.795949, -1.154564, 0.172471], [-1.080469, -2.007198, -0.717455], [-1.764423, 1.563128, 0.359252], [0.718522, -0.014372, 1.082657], [0.005762, 0.834005, -1.798215], [-0.549972, -1.930914, -1.579572], [2.561443, -0.331342, -0.312147], [1.518606, -1.132504, -1.503123], [1.919316, -1.957594, 0.008354], [0.456045, 3.154241, -1.137372], [0.328839, 2.740071, 0.589779], [1.672385, 2.126396, -0.390273], [-1.344502, -0.307497, 2.078732], [-2.444516, -1.536569, 1.431704], [-0.886849, -2.022180, 2.125576]],
  "forces_ev_per_angstrom": [[-3.179, 1.480, -0.531], [-0.534, -0.300, 0.077], [0.242, -0.632, 0.573], [-0.368, 0.471, -0.261], [1.422, 0.541, -0.315], [-0.414, -0.848, 0.175], [2.310, -1.351, 0.033], [-0.307, 0.758, 0.337], [0.172, 0.191, -0.088], [-0.122, -0.091, -0.037], [0.313, -0.553, 0.244], [0.223, 0.071, 0.080], [-0.036, 0.080, -0.029], [0.140, 0.027, -0.051], [0.050, -0.001, -0.018], [-0.113, 0.012, -0.036], [-0.017, 0.043, -0.094], [0.154, 0.077, -0.012], [-0.020, 0.010, 0.006], [-0.002, -0.016, 0.060], [0.085, 0.034, -0.111]],
  "nbo_charge": [0.196, -0.415, -0.667, -0.686, -0.843, -0.597, 0.538, -0.662, 0.307, 0.385, 0.155, 0.340, 0.211, 0.201, 0.202, 0.236, 0.207, 0.199, 0.213, 0.252, 0.228]
}

=====

What is the formula in the third record? C5H13N3